Record 1
{"formula": "C32H16FN8Zn", "method": "ωB97M-V/def2-TZVPD", "symbols": ["Zn", "C", "C", "C", "C", "C", "N", "C", "C", "C", "C", "C", "C", "C", "C", "N", "C", "N", "C", "N", "C", "N", "C", "N", "C", "N", "C", "C", "C", "C", "C", "C", "C", "C", "C", "C", "C", "C", "C", "C", "N", "H", "H", "H", "H", "H", "H", "H", "H", "H", "H", "H", "H", "H", "H", "H", "H", "F"], "coordinates": [[14.642, 14.667, 1.828], [16.077, 21.073, 2.597], [17.336, 20.670, 2.383], [17.718, 19.429, 2.085], [16.643, 18.542, 1.979], [16.615, 17.013, 1.833], [17.600, 16.193, 1.950], [17.651, 14.867, 2.109], [18.820, 14.071, 2.349], [20.140, 14.502, 2.395], [21.131, 13.534, 2.300], [20.731, 12.210, 2.291], [19.434, 11.716, 2.191], [18.467, 12.691, 2.298], [16.969, 12.744, 2.021], [16.194, 11.624, 2.001], [14.857, 11.565, 1.948], [14.041, 12.629, 1.796], [12.717, 12.305, 1.977], [11.673, 13.195, 2.212], [11.749, 14.507, 2.032], [12.754, 15.274, 1.683], [12.513, 16.600, 1.896], [13.168, 17.706, 2.008], [14.526, 17.672, 1.999], [15.227, 16.613, 1.827], [15.330, 18.897, 2.312], [14.996, 20.213, 2.543], [11.080, 16.757, 2.104], [10.311, 17.864, 2.357], [8.953, 17.653, 2.456], [8.415, 16.320, 2.300], [9.273, 15.263, 2.221], [10.608, 15.439, 2.136], [12.681, 10.870, 2.128], [11.545, 9.961, 2.247], [11.811, 8.658, 2.582], [13.115, 8.258, 2.439], [14.287, 8.985, 2.392], [13.998, 10.385, 2.252], [16.614, 14.035, 1.958], [15.898, 22.137, 2.611], [18.074, 21.464, 2.406], [18.747, 19.234, 2.033], [20.361, 15.558, 2.372], [22.227, 13.833, 2.151], [21.539, 11.415, 2.216], [19.190, 10.664, 2.033], [13.970, 20.398, 2.670], [10.619, 18.894, 2.649], [8.231, 18.440, 2.640], [7.377, 16.152, 2.315], [8.730, 14.355, 2.326], [10.514, 10.366, 2.195], [11.137, 7.762, 2.782], [13.249, 7.218, 2.327], [15.304, 8.645, 2.174], [14.521, 14.439, 3.678]], "charge": -1, "homo_lumo_gap_ha": [0.1892, 0.1837], "multiplicity": 1, "e_homo_ha": [-0.1340, -0.1315]}

---

Record 2
{"formula": "C32H21Br3N6O4Rb", "method": "ωB97M-V/def2-TZVPD", "symbols": ["Rb", "C", "O", "C", "C", "C", "C", "C", "C", "N", "N", "C", "C", "C", "C", "O", "C", "N", "C", "C", "C", "C", "H", "H", "H", "H", "H", "H", "H", "H", "H", "H", "H", "H", "Br", "C", "C", "C", "N", "C", "C", "C", "C", "C", "Br", "C", "C", "N", "H", "H", "H", "H", "H", "H", "Br", "C", "C", "N", "C", "C", "C", "C", "O", "O", "H", "H", "H"], "coordinates": [[-1.366, 1.698, -1.578], [0.794, -6.472, 1.539], [1.086, -6.763, 0.213], [2.014, -5.901, -0.352], [2.165, -4.589, 0.132], [3.191, -3.826, -0.479], [3.971, -4.295, -1.511], [3.794, -5.609, -1.955], [2.801, -6.467, -1.375], [4.869, -3.399, -2.177], [4.434, -2.324, -2.688], [3.104, -1.953, -2.845], [2.111, -2.860, -3.053], [0.763, -2.530, -3.140], [0.364, -1.168, -2.874], [-0.798, -0.770, -2.718], [1.486, -0.154, -2.835], [1.093, 1.146, -2.889], [2.010, 2.114, -2.852], [3.356, 1.793, -2.776], [3.805, 0.491, -2.727], [2.827, -0.559, -2.764], [0.089, -7.233, 1.776], [0.258, -5.531, 1.610], [1.665, -6.630, 2.266], [1.675, -4.202, 1.019], [3.238, -2.813, -0.221], [4.462, -6.006, -2.692], [2.597, -7.522, -1.656], [2.396, -3.906, -3.291], [0.013, -3.299, -3.273], [1.684, 3.109, -3.011], [3.948, 2.706, -2.548], [4.909, 0.308, -2.620], [0.381, 7.105, 3.354], [-0.008, 6.047, 1.876], [0.970, 5.660, 0.952], [0.526, 4.776, -0.080], [-0.683, 4.325, -0.301], [-1.597, 4.816, 0.545], [-1.307, 5.646, 1.630], [-3.009, 4.434, 0.186], [-4.079, 4.379, 1.115], [-5.293, 3.937, 0.583], [-6.710, 3.688, 1.801], [-5.501, 3.765, -0.777], [-4.394, 3.927, -1.568], [-3.168, 4.207, -1.163], [2.002, 5.990, 0.979], [1.253, 4.357, -0.810], [-2.130, 6.054, 2.198], [-4.084, 4.484, 2.228], [-6.499, 3.562, -1.124], [-4.446, 3.773, -2.637], [-1.045, -0.309, 6.879], [-1.807, -0.491, 5.105], [-2.244, -1.728, 4.599], [-2.652, -1.972, 3.338], [-2.582, -0.911, 2.507], [-2.217, 0.338, 2.916], [-1.852, 0.551, 4.222], [-2.101, 1.445, 1.845], [-1.388, 2.441, 2.080], [-2.517, 1.120, 0.721], [-2.184, -2.635, 5.180], [-2.917, -0.984, 1.466], [-1.528, 1.616, 4.499]], "charge": -1, "homo_lumo_gap_ha": 0.2150, "multiplicity": 1, "e_homo_ha": -0.1494}

---

Record 3
{"formula": "C32H22AuF12NO3S", "method": "ωB97M-V/def2-TZVPD", "symbols": ["Au", "C", "C", "C", "C", "C", "N", "C", "C", "C", "C", "C", "C", "C", "C", "O", "C", "F", "F", "F", "C", "F", "F", "F", "C", "C", "C", "O", "C", "F", "F", "F", "C", "F", "F", "F", "H", "H", "H", "H", "H", "H", "H", "H", "H", "H", "H", "H", "O", "S", "C", "C", "C", "C", "C", "C", "C", "C", "C", "C", "C", "C", "H", "H", "H", "H", "H", "H", "H", "H", "H", "H"], "coordinates": [[1.110, -0.571, -1.667], [-6.264, 1.092, -0.982], [-4.902, 0.469, -0.914], [-4.640, -0.585, -0.034], [-3.380, -1.108, 0.061], [-2.286, -0.603, -0.710], [-1.053, -1.092, -0.548], [-0.672, -1.815, 0.554], [-0.961, -1.379, 1.859], [-0.578, -2.116, 2.959], [0.086, -3.328, 2.800], [0.423, -4.196, 3.980], [0.419, -3.735, 1.510], [0.104, -2.986, 0.386], [0.470, -3.466, -1.035], [0.736, -2.530, -1.993], [-0.725, -4.336, -1.543], [-0.448, -4.923, -2.712], [-1.062, -5.312, -0.667], [-1.814, -3.571, -1.711], [1.753, -4.366, -0.997], [2.266, -4.517, -2.218], [1.555, -5.607, -0.500], [2.706, -3.779, -0.234], [-2.595, 0.364, -1.718], [-3.876, 0.886, -1.761], [-1.531, 0.932, -2.685], [-0.465, 0.153, -3.019], [-2.175, 1.219, -4.100], [-2.959, 0.193, -4.466], [-2.937, 2.341, -4.162], [-1.228, 1.366, -5.027], [-1.118, 2.308, -2.074], [-0.189, 2.913, -2.827], [-2.133, 3.187, -1.919], [-0.616, 2.130, -0.831], [-6.694, 1.183, 0.016], [-6.933, 0.462, -1.575], [-6.225, 2.077, -1.442], [-5.444, -0.992, 0.569], [-3.200, -1.952, 0.711], [-1.472, -0.431, 1.972], [-0.817, -1.756, 3.953], [0.184, -3.696, 4.917], [1.480, -4.465, 3.987], [-0.147, -5.126, 3.935], [0.936, -4.678, 1.404], [-4.114, 1.660, -2.476], [2.175, 1.225, -1.287], [3.306, 1.401, -0.291], [3.723, 3.146, -0.334], [5.033, 3.502, -0.046], [5.414, 4.828, -0.180], [4.495, 5.775, -0.608], [3.185, 5.406, -0.887], [2.796, 4.083, -0.755], [2.535, 1.228, 1.328], [2.779, 0.021, 1.973], [2.160, -0.245, 3.184], [1.313, 0.700, 3.744], [1.078, 1.906, 3.096], [1.685, 2.175, 1.880], [5.741, 2.749, 0.279], [6.433, 5.121, 0.035], [4.802, 6.803, -0.742], [2.469, 6.145, -1.221], [1.796, 3.767, -0.999], [3.441, -0.708, 1.521], [2.336, -1.186, 3.688], [0.827, 0.492, 4.689], [0.420, 2.641, 3.541], [1.487, 3.105, 1.367]], "homo_lumo_gap_ha": [0.2694, 0.2218], "multiplicity": 3, "e_homo_ha": [-0.2814, -0.2929]}

---

Record 4
{"formula": "C32H22BrCdI2N4O6PS2", "method": "ωB97M-V/def2-TZVPD", "symbols": ["Cd", "N", "P", "C", "C", "C", "C", "C", "C", "C", "C", "C", "C", "C", "C", "C", "C", "C", "C", "C", "N", "H", "H", "H", "H", "H", "H", "H", "H", "H", "H", "H", "H", "H", "H", "H", "I", "C", "C", "C", "I", "C", "C", "C", "C", "N", "C", "C", "O", "H", "H", "H", "H", "Br", "C", "C", "C", "C", "C", "N", "C", "O", "O", "H", "H", "H", "O", "S", "O", "O", "S"], "coordinates": [[-1.137, 0.540, 0.095], [2.437, 0.433, -0.050], [1.367, -0.619, 0.812], [1.922, -2.209, 0.014], [1.550, -3.386, 0.654], [1.798, -4.617, 0.076], [2.401, -4.692, -1.169], [2.743, -3.526, -1.832], [2.508, -2.296, -1.245], [2.520, -0.846, 2.262], [2.116, -0.604, 3.569], [2.986, -0.788, 4.631], [4.281, -1.222, 4.412], [4.694, -1.481, 3.116], [3.824, -1.293, 2.056], [2.094, 1.427, -0.897], [3.120, 2.141, -1.559], [2.790, 3.087, -2.496], [1.445, 3.326, -2.759], [0.511, 2.603, -2.043], [0.807, 1.701, -1.125], [3.430, 0.344, 0.129], [1.058, -3.313, 1.616], [1.507, -5.524, 0.592], [2.588, -5.657, -1.628], [3.183, -3.580, -2.821], [2.751, -1.389, -1.775], [1.107, -0.283, 3.764], [2.643, -0.594, 5.638], [4.959, -1.378, 5.244], [5.700, -1.840, 2.930], [4.165, -1.527, 1.054], [4.155, 1.913, -1.339], [3.562, 3.626, -3.031], [1.137, 4.043, -3.504], [-0.545, 2.748, -2.232], [-4.083, 0.072, -4.374], [-3.804, 1.814, -3.223], [-4.275, 3.030, -3.659], [-4.103, 4.149, -2.876], [-4.907, 5.987, -3.593], [-3.443, 4.093, -1.641], [-3.262, 5.170, -0.749], [-2.568, 4.982, 0.418], [-1.988, 3.731, 0.676], [-2.152, 2.714, -0.132], [-2.895, 2.840, -1.235], [-3.097, 1.627, -2.018], [-2.679, 0.512, -1.643], [-4.781, 3.092, -4.612], [-3.669, 6.141, -1.002], [-2.453, 5.789, 1.129], [-1.364, 3.560, 1.545], [-4.565, -0.758, 1.635], [-3.241, -1.971, 1.057], [-3.348, -3.288, 1.480], [-2.502, -4.218, 0.898], [-1.625, -3.792, -0.083], [-1.568, -2.438, -0.393], [-2.354, -1.542, 0.192], [-0.621, -1.964, -1.516], [-0.398, -2.778, -2.409], [-0.150, -0.808, -1.394], [-4.085, -3.569, 2.217], [-2.551, -5.259, 1.189], [-0.976, -4.463, -0.624], [-2.215, 0.742, 1.998], [-1.014, 0.362, 2.775], [-1.213, 0.532, 4.205], [-0.625, -1.023, 2.438], [0.399, 1.661, 2.165]], "charge": -2, "homo_lumo_gap_ha": 0.1990, "multiplicity": 1, "e_homo_ha": -0.0732, "e_above_lowest_kj_mol": 175.6}

---

Record 5
{"formula": "C32H22F4IN4P2Sc", "method": "ωB97M-V/def2-TZVPD", "symbols": ["Sc", "I", "C", "C", "C", "C", "C", "C", "C", "C", "C", "C", "H", "H", "H", "H", "H", "H", "C", "P", "C", "C", "C", "C", "C", "C", "C", "P", "C", "C", "H", "H", "H", "H", "H", "H", "H", "H", "H", "H", "H", "H", "H", "H", "H", "H", "F", "C", "C", "F", "C", "C", "C", "F", "C", "C", "C", "N", "C", "N", "F", "C", "C", "N", "C", "N"], "coordinates": [[-0.148, 1.104, 0.333], [-2.349, 1.856, -1.392], [-1.544, 0.826, -3.030], [-2.239, 0.731, -4.199], [-1.663, 0.004, -5.262], [-0.448, -0.600, -5.107], [0.264, -0.502, -3.887], [1.514, -1.148, -3.696], [2.175, -1.058, -2.506], [1.616, -0.291, -1.457], [0.418, 0.376, -1.580], [-0.279, 0.245, -2.815], [-3.207, 1.199, -4.320], [-2.198, -0.072, -6.198], [-0.013, -1.168, -5.919], [1.930, -1.719, -4.517], [3.124, -1.559, -2.365], [2.182, -0.245, -0.523], [3.646, 2.030, 0.641], [2.053, 2.143, 1.500], [2.354, 1.385, 3.127], [1.731, 3.906, 1.798], [2.788, 4.812, 1.840], [2.562, 6.156, 2.093], [1.272, 6.610, 2.319], [0.210, 5.720, 2.283], [0.419, 4.368, 2.017], [-0.996, 3.224, 1.965], [-1.417, 2.860, 3.696], [-2.407, 4.209, 1.376], [3.597, 2.542, -0.319], [3.875, 0.979, 0.466], [4.453, 2.450, 1.240], [3.089, 1.959, 3.693], [2.734, 0.373, 2.981], [1.434, 1.327, 3.706], [3.803, 4.479, 1.671], [3.394, 6.846, 2.115], [1.090, 7.657, 2.520], [-0.790, 6.093, 2.460], [-1.581, 3.791, 4.240], [-0.618, 2.307, 4.187], [-2.331, 2.267, 3.733], [-2.673, 5.001, 2.077], [-3.274, 3.554, 1.275], [-2.176, 4.657, 0.410], [-1.101, -5.952, 2.439], [-1.194, -5.544, 1.186], [-1.488, -6.432, 0.215], [-1.682, -7.688, 0.541], [-1.593, -6.058, -1.185], [-1.361, -4.650, -1.451], [-1.091, -3.772, -0.472], [-0.892, -2.491, -0.787], [-0.977, -4.149, 0.911], [-0.671, -3.244, 1.906], [-0.482, -1.866, 1.644], [-0.358, -0.727, 1.509], [-0.486, -3.534, 3.296], [-0.270, -3.654, 4.417], [-1.421, -4.212, -2.691], [-1.883, -6.953, -2.171], [-1.971, -6.591, -3.554], [-2.031, -6.355, -4.676], [-2.128, -8.343, -1.941], [-2.297, -9.471, -1.808]], "charge": 2, "homo_lumo_gap_ha": [0.1977, 0.1978], "multiplicity": 1, "e_homo_ha": [-0.4995, -0.4995], "e_above_lowest_kj_mol": 19.1}

---

Record 6
{"formula": "C32H23BrF3IN3O2RuS", "method": "ωB97M-V/def2-TZVPD", "symbols": ["Ru", "O", "C", "C", "C", "C", "C", "C", "C", "O", "N", "N", "C", "C", "Br", "C", "C", "C", "C", "C", "C", "C", "H", "H", "H", "H", "H", "H", "H", "H", "H", "H", "H", "H", "H", "H", "F", "C", "F", "F", "C", "C", "C", "C", "N", "C", "S", "H", "H", "H", "I", "C", "C", "C", "C", "C", "C", "C", "C", "C", "C", "H", "H", "H", "H", "H", "H"], "coordinates": [[0.849, -0.390, 0.232], [3.273, 2.775, -3.579], [1.983, 3.217, -3.639], [1.700, 4.131, -4.651], [0.425, 4.638, -4.786], [-0.590, 4.251, -3.913], [-0.300, 3.357, -2.905], [0.981, 2.827, -2.751], [1.256, 1.864, -1.639], [0.243, 0.849, -1.489], [1.168, 2.546, -0.357], [1.042, 1.677, 0.763], [-0.233, 1.392, 1.023], [-0.556, 0.807, 2.329], [-2.323, 0.157, 2.450], [0.344, 0.785, 3.331], [0.323, 0.262, 4.697], [-0.818, -0.074, 5.432], [-0.700, -0.585, 6.715], [0.548, -0.767, 7.294], [1.689, -0.408, 6.590], [1.572, 0.109, 5.312], [3.338, 1.984, -3.031], [2.496, 4.417, -5.324], [0.215, 5.340, -5.582], [-1.588, 4.650, -4.022], [-1.068, 3.057, -2.204], [2.207, 1.327, -1.771], [2.030, 3.072, -0.227], [-1.051, 1.776, 0.414], [1.296, 1.215, 3.030], [-1.798, 0.080, 5.013], [-1.593, -0.839, 7.270], [0.631, -1.175, 8.292], [2.666, -0.520, 7.040], [2.462, 0.403, 4.769], [-2.424, -4.234, 1.003], [-1.314, -4.841, 1.438], [-0.865, -5.621, 0.441], [-1.677, -5.661, 2.441], [-0.268, -3.861, 1.896], [0.566, -4.190, 2.952], [1.565, -3.313, 3.356], [1.686, -2.111, 2.690], [0.876, -1.791, 1.686], [-0.060, -2.647, 1.242], [-0.749, -2.003, -0.228], [0.436, -5.136, 3.457], [2.235, -3.551, 4.167], [2.428, -1.375, 2.963], [3.297, -1.021, -0.512], [1.958, -0.152, -3.731], [2.742, -0.596, -4.730], [2.091, -1.175, -5.853], [0.732, -1.291, -5.876], [-0.069, -0.830, -4.798], [-1.481, -0.976, -4.820], [-2.238, -0.536, -3.775], [-1.618, 0.090, -2.672], [-0.265, 0.235, -2.637], [0.563, -0.224, -3.681], [3.822, -0.533, -4.686], [2.682, -1.542, -6.682], [0.235, -1.749, -6.720], [-1.943, -1.447, -5.678], [-3.313, -0.651, -3.784], [-2.203, 0.456, -1.839]], "homo_lumo_gap_ha": [0.2163, 0.2153], "multiplicity": 2, "e_homo_ha": [-0.2691, -0.2689], "e_above_lowest_kj_mol": 230.7}

---

Record 7
{"formula": "C32H23BrN4O5S4Sr", "method": "ωB97M-V/def2-TZVPD", "symbols": ["Sr", "S", "C", "C", "C", "C", "C", "C", "N", "C", "C", "C", "C", "C", "C", "C", "C", "N", "C", "C", "C", "C", "C", "S", "C", "H", "H", "H", "H", "H", "H", "H", "H", "H", "H", "H", "H", "Br", "C", "C", "C", "C", "C", "N", "C", "O", "O", "H", "H", "H", "S", "C", "N", "C", "C", "C", "C", "H", "H", "H", "H", "H", "C", "S", "O", "O", "O", "H", "H", "H"], "coordinates": [[0.215, -0.532, -0.373], [-3.053, 5.986, 0.877], [-3.801, 6.520, -0.570], [-3.663, 5.621, -1.580], [-2.931, 4.480, -1.197], [-2.517, 4.520, 0.107], [-1.771, 3.536, 0.854], [-0.980, 2.566, 0.200], [-0.341, 1.613, 0.825], [-0.450, 1.517, 2.160], [-1.133, 2.493, 2.926], [-1.144, 2.408, 4.349], [-0.545, 1.376, 4.985], [0.095, 0.337, 4.247], [0.695, -0.760, 4.873], [1.292, -1.751, 4.110], [1.225, -1.614, 2.704], [0.681, -0.590, 2.099], [0.134, 0.395, 2.831], [1.958, -2.887, 4.696], [2.559, -3.947, 4.065], [3.115, -4.877, 4.963], [2.945, -4.523, 6.266], [2.094, -3.044, 6.428], [-1.797, 3.510, 2.236], [-4.301, 7.469, -0.585], [-4.068, 5.767, -2.565], [-2.744, 3.639, -1.841], [-0.877, 2.576, -0.875], [-1.641, 3.193, 4.899], [-0.542, 1.307, 6.063], [0.693, -0.830, 5.952], [1.654, -2.370, 2.062], [2.602, -4.053, 2.995], [3.619, -5.773, 4.648], [3.268, -5.046, 7.145], [-2.359, 4.256, 2.783], [-2.174, -2.243, -5.472], [0.341, -2.268, -3.640], [0.418, -3.520, -4.244], [0.916, -4.576, -3.495], [1.366, -4.338, -2.205], [1.319, -3.038, -1.719], [0.797, -2.035, -2.418], [1.953, -2.608, -0.402], [2.222, -3.455, 0.439], [2.169, -1.362, -0.327], [0.082, -3.672, -5.257], [0.959, -5.570, -3.915], [1.755, -5.119, -1.572], [-0.339, -0.823, -4.436], [0.956, 0.301, -3.947], [2.248, -0.001, -3.674], [3.221, 0.928, -3.552], [2.940, 2.252, -3.705], [1.608, 2.629, -3.982], [0.648, 1.662, -4.119], [2.480, -0.974, -3.504], [4.213, 0.565, -3.337], [3.719, 2.991, -3.625], [1.368, 3.674, -4.105], [-0.378, 1.907, -4.349], [-3.526, -0.724, -2.280], [-2.302, -0.237, -1.057], [-1.740, -1.470, -0.478], [-2.933, 0.615, -0.079], [-1.215, 0.456, -1.783], [-4.385, -1.104, -1.744], [-3.107, -1.487, -2.927], [-3.786, 0.158, -2.851]], "homo_lumo_gap_ha": 0.2467, "multiplicity": 1, "e_homo_ha": -0.2770, "e_above_lowest_kj_mol": 339.2}